Formula: C91H186F27N8O24
Source: OMol25
Level of theory: ωB97M-V/def2-TZVPD

## Properties
Highest occupied orbital energy, eV: -2.60
DFT total energy, eV: -231784.190
Largest force on an atom, eV/A: 5.7
Charge: -1

Positions of all 336 atoms, in Å:
F (13.409, -3.448, 12.193)
F (12.895, -3.602, 14.244)
F (14.273, -5.105, 6.084)
F (15.133, -12.918, 11.319)
F (16.617, -10.146, -0.023)
F (21.290, -10.667, 9.862)
F (16.959, -12.204, 12.320)
F (16.173, -4.197, 5.585)
F (19.188, -7.084, 5.222)
F (21.012, -8.067, 4.489)
F (22.750, -9.122, 10.292)
F (17.104, -16.810, 3.930)
F (12.146, -10.942, 6.521)
F (18.407, -15.805, 2.612)
F (16.367, -15.013, 2.922)
F (13.040, -5.343, 13.002)
F (20.705, -7.802, 6.575)
F (16.665, -10.698, -2.056)
F (15.235, -11.646, -0.747)
F (22.398, -10.759, 11.687)
F (22.307, -20.059, 9.683)
F (10.359, -9.864, 6.126)
F (15.198, -10.916, 12.206)
F (23.214, -18.220, 10.230)
F (21.182, -18.298, 10.059)
F (15.917, -6.193, 6.522)
F (12.354, -8.971, 5.657)
O (15.683, -5.405, 13.020)
O (21.024, -5.053, 4.191)
O (22.681, -16.966, 7.801)
O (16.864, -4.234, 8.555)
O (23.179, -19.043, 7.077)
O (10.856, -11.978, 3.852)
O (18.688, -7.162, -1.019)
O (17.592, -9.904, 4.840)
O (19.112, -11.693, -0.507)
O (15.246, -10.907, 9.171)
O (17.033, -14.099, 5.688)
O (16.724, -17.677, 9.568)
O (10.512, -9.905, 10.461)
O (12.714, -10.656, 3.659)
O (17.765, -13.274, -1.437)
O (15.039, -2.967, 8.209)
O (13.296, -14.007, 0.703)
O (23.837, -10.857, 8.271)
O (22.664, -5.824, 5.627)
O (17.177, -12.185, 9.415)
O (15.884, -3.186, 13.704)
O (24.879, -11.511, 10.147)
O (7.255, -13.477, 2.589)
O (19.027, -13.787, 4.478)
N (16.480, -11.408, 6.361)
N (11.969, -7.189, 9.510)
N (14.619, -6.107, -0.073)
N (7.994, -13.598, 5.723)
N (24.093, -12.267, 0.327)
N (19.855, -8.938, 0.191)
N (14.550, -15.666, 8.208)
N (12.226, -14.153, 2.850)
C (22.308, -18.755, 9.533)
C (15.141, -11.271, 5.581)
C (13.941, -14.232, 8.363)
C (24.687, -11.311, 1.472)
C (18.467, -9.870, 6.999)
C (23.277, -14.432, -0.404)
C (13.267, -7.817, 8.957)
C (14.558, -10.201, 2.253)
C (23.302, -6.377, 6.737)
C (16.030, -15.526, 8.719)
C (18.443, -14.529, -0.977)
C (13.569, -14.199, 3.565)
C (17.618, -4.552, 2.138)
C (17.971, -14.746, 4.814)
C (22.664, -12.080, -0.261)
C (11.703, -7.639, 10.942)
C (14.524, -7.711, 9.817)
C (16.517, -11.223, -0.823)
C (16.837, -6.100, 13.438)
C (13.589, -6.611, 0.977)
C (7.420, -14.606, 3.431)
C (20.522, -7.172, 5.419)
C (12.466, -14.065, 7.951)
C (19.352, -8.193, -1.076)
C (14.550, -16.155, 6.745)
C (17.421, -15.539, 3.536)
C (17.498, -10.324, 5.976)
C (10.727, -7.532, 8.614)
C (25.015, -12.074, -0.883)
C (11.647, -9.168, 11.048)
C (21.236, -5.811, 5.390)
C (6.797, -14.098, 6.561)
C (19.255, -13.174, 8.810)
C (22.388, -18.368, 7.988)
C (23.006, -10.066, 7.432)
C (13.645, -4.149, 13.260)
C (22.221, -13.409, -0.803)
C (9.281, -13.509, 6.557)
C (22.169, -14.702, 6.950)
C (18.827, -12.921, 3.402)
C (12.133, -5.607, 9.452)
C (24.554, -5.523, 7.089)
C (21.605, -16.100, 7.217)
C (20.082, -12.151, 3.353)
C (17.665, -5.398, 8.503)
C (9.126, -12.884, 7.962)
C (15.541, -4.272, 7.993)
C (11.431, -10.727, 4.220)
C (15.483, -4.890, 6.517)
C (23.979, -11.398, 2.837)
C (12.293, -6.104, 3.072)
C (15.336, -7.331, -0.843)
C (14.581, -5.590, -2.456)
C (21.978, -10.764, 6.643)
C (15.115, -7.025, -2.357)
C (12.276, -14.261, 1.291)
C (22.536, -10.452, 10.338)
C (10.831, -6.397, 2.700)
C (17.782, -12.172, -0.567)
C (17.685, -18.748, 9.436)
C (12.482, -17.509, 8.678)
C (24.383, -9.218, 4.214)
C (15.133, -4.383, 13.787)
C (13.020, -10.383, 2.314)
C (23.571, -11.357, 9.597)
C (18.923, -5.142, 9.333)
C (15.784, -5.253, 0.404)
C (15.899, -11.852, 11.573)
C (16.992, -16.715, 8.633)
C (11.006, -14.744, 0.647)
C (7.773, -12.195, 5.218)
C (26.516, -12.469, -0.737)
C (10.427, -11.195, 10.960)
C (18.349, -15.642, -1.980)
C (27.240, -12.333, -2.109)
C (10.559, -6.936, 7.201)
C (12.979, -5.530, 1.942)
C (19.590, -8.987, -2.384)
C (24.819, -10.729, 4.062)
C (16.621, -5.632, 1.628)
C (6.945, -13.911, 1.273)
C (24.002, -13.763, 0.793)
C (8.357, -14.541, 4.536)
C (13.835, -16.772, 9.113)
C (7.094, -15.482, 7.143)
C (16.322, -11.227, 10.115)
C (17.116, -7.243, 12.475)
C (13.801, -5.425, -1.184)
C (19.127, -8.634, 1.471)
C (18.533, -12.353, 9.866)
C (11.560, -10.114, 5.627)
H (15.953, -6.007, 2.403)
H (22.820, -15.365, -0.073)
H (18.108, -16.627, -1.579)
H (24.038, -14.695, -1.139)
H (27.079, -11.383, -2.619)
H (12.487, -13.009, 7.682)
H (10.069, -12.940, 6.063)
H (12.546, -7.240, 11.506)
H (17.164, -6.267, 8.930)
H (17.919, -16.180, 8.835)
H (14.547, -13.547, 7.768)
H (25.386, -6.110, 6.699)
H (12.598, -9.635, 10.790)
H (15.050, -11.173, 2.268)
H (13.034, -8.874, 8.829)
H (20.864, -8.910, 0.224)
H (9.585, -11.697, 10.484)
H (16.359, -7.537, -0.529)
H (20.859, -12.846, 3.034)
H (27.014, -13.249, -2.655)
H (13.790, -15.260, 3.445)
H (16.673, -6.606, 14.389)
H (24.910, -8.659, 4.987)
H (11.349, -11.753, 10.796)
H (24.776, -5.632, 8.150)
H (20.412, -11.820, 4.338)
H (28.298, -12.488, -1.898)
H (24.809, -10.244, 1.284)
H (11.628, -13.374, 3.084)
H (13.379, -4.444, -0.964)
H (15.324, -8.150, 9.220)
H (9.620, -14.530, 6.732)
H (14.544, -8.295, 10.737)
H (21.648, -10.153, 5.803)
H (19.452, -14.415, -0.581)
H (6.428, -14.915, 3.759)
H (15.928, -15.291, 9.779)
H (10.237, -6.823, 3.509)
H (7.984, -15.532, 7.771)
H (17.255, -8.212, 12.954)
H (20.386, -9.716, -2.229)
H (18.064, -5.630, 7.515)
H (14.867, -9.881, 1.258)
H (25.675, -11.744, 1.626)
H (10.747, -7.049, 1.831)
H (12.928, -6.060, -1.336)
H (11.539, -6.849, 6.731)
H (14.197, -13.878, 9.362)
H (18.659, -18.263, 9.370)
H (24.988, -14.061, 1.148)
H (15.436, -4.223, 0.480)
H (9.306, -14.181, 4.139)
H (24.081, -12.458, 3.072)
H (16.041, -7.268, -2.878)
H (14.710, -8.199, -0.634)
H (19.250, -15.708, -2.590)
H (11.758, -16.938, 8.097)
H (11.559, -9.312, 12.125)
H (23.354, -13.755, 1.670)
H (12.819, -7.241, 0.534)
H (12.857, -7.008, 3.301)
H (20.826, -5.195, 6.191)
H (19.634, -9.924, 0.177)
H (25.883, -10.927, 3.928)
H (13.721, -16.334, 10.105)
H (18.616, -12.896, 10.807)
H (18.682, -13.380, 2.424)
H (16.418, -5.035, -0.455)
H (13.481, -16.174, 6.533)
H (24.863, -11.055, -1.236)
H (16.399, -11.233, 7.353)
H (6.311, -15.595, 7.893)
H (13.544, -13.799, 4.578)
H (12.594, -5.374, 8.493)
H (20.113, -11.310, 2.660)
H (18.593, -8.787, 6.991)
H (15.121, -11.654, 4.561)
H (17.883, -12.405, 3.579)
H (15.011, -9.536, 2.987)
H (19.168, -7.555, 1.623)
H (11.119, -5.207, 9.429)
H (18.751, -9.484, -2.872)
H (8.514, -11.931, 4.464)
H (19.267, -4.135, 9.097)
H (20.789, -16.024, 7.935)
H (19.028, -11.391, 9.994)
H (22.643, -11.534, -1.204)
H (21.360, -16.569, 6.264)
H (18.708, -14.110, 8.693)
H (17.455, -15.454, -2.575)
H (12.062, -14.405, 6.998)
H (13.482, -7.334, 8.003)
H (18.154, -4.095, 1.307)
H (8.762, -13.566, 8.731)
H (23.132, -12.346, 9.470)
H (23.387, -7.432, 6.476)
H (16.927, -17.145, 7.633)
H (16.863, -12.330, 6.209)
H (18.562, -15.481, 5.361)
H (14.604, -17.531, 9.258)
H (12.545, -9.469, 1.956)
H (22.909, -11.199, 2.787)
H (21.382, -13.954, 6.860)
H (8.523, -15.544, 4.929)
H (22.765, -14.438, 7.824)
H (17.494, -19.381, 10.303)
H (10.342, -5.523, 2.270)
H (12.354, -5.386, 3.890)
H (24.337, -11.219, 4.908)
H (9.959, -7.522, 6.505)
H (14.477, -11.923, 6.147)
H (22.698, -6.514, 7.633)
H (10.982, -9.890, 3.686)
H (18.655, -5.261, 10.383)
H (26.979, -11.801, -0.011)
H (10.206, -11.043, 12.017)
H (22.714, -14.882, 6.023)
H (14.792, -10.239, 5.608)
H (5.969, -14.003, 5.859)
H (9.848, -7.261, 9.199)
H (18.101, -8.957, 1.293)
H (12.621, -11.259, 1.803)
H (8.482, -12.009, 8.059)
H (10.528, -15.526, 1.237)
H (14.412, -7.736, -2.792)
H (14.200, -7.401, 1.413)
H (16.210, -7.409, 11.893)
H (19.393, -10.284, 6.600)
H (7.772, -15.470, 2.866)
H (14.348, -13.647, 3.039)
H (19.680, -5.757, 8.845)
H (20.236, -13.462, 9.188)
H (19.325, -12.741, 7.812)
H (21.372, -18.625, 7.688)
H (14.182, -5.408, -3.454)
H (13.789, -4.954, 2.389)
H (24.617, -8.753, 3.256)
H (11.749, -14.281, 8.743)
H (24.690, -12.705, -1.710)
H (17.633, -19.336, 8.520)
H (17.004, -10.385, 10.233)
H (16.450, -14.673, 8.186)
H (12.722, -18.391, 8.084)
H (21.964, -13.314, -1.858)
H (7.594, -11.554, 6.081)
H (10.831, -8.614, 8.527)
H (6.663, -13.472, 7.443)
H (7.829, -14.456, 0.942)
H (7.103, -16.291, 6.413)
H (23.776, -9.756, 6.726)
H (17.948, -14.858, -0.063)
H (11.949, -18.070, 9.446)
H (12.744, -5.304, 10.302)
H (15.228, -4.840, 14.773)
H (6.090, -14.587, 1.279)
H (10.080, -12.596, 8.404)
H (18.325, -10.133, 8.047)
H (21.255, -13.621, -0.346)
H (17.090, -3.787, 2.709)
H (10.016, -5.996, 7.301)
H (6.705, -13.131, 0.551)
H (22.550, -9.211, 7.931)
H (15.169, -17.020, 6.508)
H (17.892, -6.996, 11.750)
H (26.553, -13.524, -0.465)
H (14.936, -15.367, 6.099)
H (21.156, -11.240, 7.178)
H (24.758, -4.507, 6.750)
H (12.344, -4.794, 1.448)
H (17.719, -5.461, 13.400)
H (23.337, -8.960, 4.377)
H (10.275, -13.937, 0.700)
H (11.043, -15.076, -0.390)
H (22.493, -11.601, 6.171)
H (11.672, -14.923, 3.198)
H (18.369, -5.086, 2.719)
H (14.753, -6.654, 9.952)
H (10.780, -7.264, 11.386)
H (21.926, -11.591, 0.375)
H (19.982, -8.336, -3.165)
H (14.998, -4.894, 8.704)
H (17.664, -12.700, 0.379)
H (17.268, -6.483, 1.418)
H (6.776, -12.207, 4.777)
H (15.517, -5.032, -2.465)
H (19.618, -9.204, 2.260)